{"formula": "C5H12N2", "method": "ωB97M-V/def2-TZVPD", "molar_mass_g_mol": 100.2, "homo_lumo_gap_ev": [7.74, 7.80], "symbols": ["H", "N", "N", "H", "H", "H", "H", "H", "C", "H", "H", "H", "C", "H", "H", "H", "C", "C", "C"], "xyz": [[-0.4359, 1.9437, 1.2273], [-1.4854, 0.2707, 1.2608], [2.1116, -0.0224, -0.6254], [-0.2452, -1.8892, 1.7144], [2.6322, 0.4119, -1.3715], [1.0265, 2.1336, -1.6327], [2.3548, -0.9941, -0.5254], [1.3678, -1.8388, 1.0201], [0.7339, 0.2582, -0.6502], [-2.1783, -1.3998, 0.1040], [-2.0254, 1.1329, 1.1988], [-0.0037, 2.3360, 0.6572], [-1.6441, -0.4491, 0.0074], [-0.7162, 1.6618, -1.3905], [-2.0257, 0.1076, -0.8502], [0.0607, -2.7143, 0.1912], [0.3086, -1.8200, 0.7739], [-0.1539, -0.5878, 0.0642], [0.3178, 1.4590, -1.1734]], "mulliken_charge": [0.029, -0.736, -0.558, 0.404, 0.235, 0.319, 0.197, 0.473, 1.012, 0.293, 0.300, 0.001, -0.808, 0.315, 0.318, 0.283, -1.526, 0.932, -1.480]}

***

{"formula": "C5H12N2", "method": "ωB97M-V/def2-TZVPD", "molar_mass_g_mol": 100.2, "homo_lumo_gap_ev": 9.65, "symbols": ["H", "N", "H", "C", "H", "C", "H", "H", "H", "H", "C", "C", "N", "H", "H", "H", "H", "C", "H"], "xyz": [[-1.3755, -0.7966, 0.6215], [0.3371, 0.4692, 2.5398], [-0.4015, -0.1051, 3.0367], [-0.0577, -0.6286, -0.9680], [-1.0913, 1.2868, -0.1804], [-1.0043, -1.0907, -1.8302], [-1.9196, -1.4681, -1.3603], [1.8482, -0.9417, -2.1665], [-0.9347, 2.2512, 1.3298], [0.1514, -1.6440, 0.7947], [-0.3787, 1.5969, 0.5377], [-0.3209, -0.6740, 0.5007], [0.2668, 0.4732, 1.1148], [1.1497, -0.0894, 2.8454], [-0.9154, -1.3621, -2.8931], [0.2756, 2.1400, -0.0765], [2.1580, -0.2978, -0.5441], [1.4063, -0.2987, -1.4170], [1.2476, 0.5847, -1.8829]], "mulliken_charge": [0.438, -0.861, 0.244, 0.870, 0.410, -1.029, 0.249, 0.446, 0.268, 0.339, -0.997, -0.885, 0.346, 0.254, 0.319, 0.309, 0.274, -1.346, 0.353]}

***

{"formula": "C5H12N2", "method": "ωB97M-V/def2-TZVPD", "molar_mass_g_mol": 100.2, "homo_lumo_gap_ev": [8.15, 8.15], "symbols": ["H", "H", "H", "H", "N", "H", "H", "H", "H", "C", "C", "C", "C", "H", "H", "N", "H", "C", "H"], "xyz": [[-2.2128, 1.5468, 0.9687], [2.2842, -0.0942, 1.9369], [-3.0118, -0.2665, -1.4875], [1.8530, -1.6628, 1.2344], [-1.4533, 0.8696, 0.8236], [2.2012, 1.5744, -0.7522], [-1.8208, -1.2595, -2.3168], [-1.7588, 0.0341, 1.3341], [-0.0396, -1.7299, -0.1365], [-2.1165, -0.8699, -1.3383], [2.1181, -0.6321, 1.0027], [0.0290, -0.6609, -0.3569], [1.0642, 0.0541, 0.1948], [3.0699, -0.6283, 0.4644], [1.4524, 2.0752, 0.7669], [-1.0575, -0.0252, -0.8322], [-2.3546, -1.7212, -0.6827], [1.2970, 1.4892, -0.1396], [0.4566, 1.9069, -0.6837]], "mulliken_charge": [0.178, 0.330, 0.295, 0.354, -0.560, 0.346, 0.322, 0.245, 0.181, -0.833, -1.281, -0.561, 1.118, 0.308, 0.304, -0.217, 0.338, -1.194, 0.327]}

***

Relative energy (zero: lowest compared OMol25 entry of this formula, charge and spin) in eV, matching the order above: 5.036, 3.342, 3.926